Record 1
Below is a 9-piece molecular cluster, C31H65BNO26 overall, with properties calculated with ωB97M-V with the def2-TZVPD basis set.

Geometry as XYZ:
```
124
Properties=species:S:1:pos:R:3:forces:R:3
C -2.18416 1.77088 -1.72677 0.10 -0.09 0.03
O -2.83259 6.89928 4.24250 0.02 0.01 -0.04
H 0.31352 -7.20442 -3.44921 -0.02 0.01 0.00
H -2.78847 2.20818 -2.51970 -0.13 -0.20 -0.07
C -0.76184 1.49150 -2.24270 0.18 0.39 -0.03
C -0.39897 2.40450 -3.42936 -0.18 0.05 -0.43
C 2.62085 3.26447 3.83702 0.19 0.14 0.08
C -1.79035 -4.54480 -5.19701 -0.07 0.03 0.07
O 5.79453 -4.81042 -3.90434 -0.05 0.05 -0.03
O -1.29244 -3.10132 8.72195 0.01 -0.02 0.03
O 1.37202 2.63469 3.56310 -0.07 0.29 0.22
H 1.38172 -2.33420 -0.59652 0.07 -0.04 -0.04
H 4.73658 5.64065 1.00684 0.00 0.01 0.04
O -1.80214 -4.40765 -8.68113 -0.02 0.02 0.01
H -4.85302 -0.58701 5.24982 -0.06 -0.02 -0.02
C 2.05625 1.63293 -3.48997 0.22 -0.06 -0.16
H 0.81733 -2.11555 7.43769 -0.01 -0.01 0.03
C -2.19265 -4.07012 -7.44175 0.04 -0.06 -0.05
H 1.15701 3.22798 -4.55009 0.01 -0.06 -0.03
H -1.44184 -3.54319 -4.95017 -0.02 0.03 -0.04
O -5.37706 -1.16090 3.38303 -0.02 0.04 0.07
O -3.25135 5.05616 5.47720 0.02 0.01 -0.03
H 3.18064 0.29172 -2.23525 0.00 -0.01 0.00
O -3.78859 -1.24363 1.78495 0.14 0.03 0.01
H -0.05320 -1.43709 -1.20284 -0.10 0.01 -0.09
C 0.74759 -2.11794 -1.45659 0.02 -0.01 0.13
B -1.19132 0.28707 -4.13049 0.08 -0.02 -0.23
O -5.95015 -1.73532 1.37579 -0.02 0.00 0.05
C 2.33676 6.34715 1.78266 -0.01 -0.23 0.02
H -5.18665 -1.06804 -0.44526 0.04 0.00 0.02
C 6.61878 -5.56439 -3.20047 0.05 -0.06 0.01
O 2.95570 6.27043 2.81904 -0.17 0.14 -0.10
H -6.51269 -2.25782 -0.49086 -0.02 0.00 0.02
H 2.37198 4.28540 4.10097 0.09 0.03 0.02
H 1.32534 -1.68037 -2.26386 0.01 -0.01 -0.03
H 4.64932 7.41692 1.09065 0.00 -0.02 0.04
H 2.90004 1.84944 -1.48663 -0.09 0.04 0.06
O 0.11011 -3.33449 -1.89959 -0.07 0.04 0.11
C 5.09401 -3.80478 -3.14489 0.04 0.09 -0.01
C 8.10513 -7.33787 -3.38771 0.04 -0.06 -0.05
C -4.36569 -0.70147 4.28643 0.00 0.01 0.14
H -2.18195 -2.57429 -9.58390 -0.02 0.01 0.03
C 1.07594 2.80804 -3.54344 0.07 0.14 0.41
H -3.88583 -3.65267 8.84720 0.04 0.00 0.03
H -3.50363 -3.75590 -9.68358 -0.01 0.02 0.02
H 0.55570 -3.80537 6.94668 -0.01 0.00 0.03
O 0.21822 -5.33951 -2.69256 0.08 -0.05 0.07
C 0.37847 -2.76482 6.68316 0.06 0.01 -0.07
O 2.39742 0.66471 3.14455 0.02 -0.06 0.12
H -0.09337 1.70473 -1.39215 0.04 -0.31 0.01
H 4.58069 6.59308 -0.48955 -0.01 0.00 -0.01
H 4.47730 -4.26127 -2.37966 0.02 -0.03 0.01
H -1.50676 3.22966 2.74627 0.03 0.04 -0.05
C 1.41829 3.93820 -2.54806 -0.17 0.10 -0.48
C -2.79697 5.58747 4.49636 -0.11 -0.03 0.15
H 2.98549 1.96024 -3.97377 0.00 0.01 -0.03
H -2.01953 -4.00103 -10.64201 0.01 -0.01 0.01
H 7.60615 -7.92333 -2.61745 0.00 0.02 0.03
H -0.71823 -0.57475 -4.87822 0.06 0.02 0.10
C -1.72819 -2.72341 7.66581 0.01 0.03 -0.05
C -3.89091 -2.61725 8.51278 -0.07 0.01 -0.01
H -3.43558 8.70249 4.90400 0.01 0.00 -0.02
H -1.43597 3.33414 4.51634 -0.02 0.01 0.03
H -4.87593 -2.34929 8.14322 0.00 0.00 -0.02
H 0.45184 6.92930 3.54328 0.05 0.00 0.03
H 0.50957 5.16203 3.30597 0.02 -0.01 -0.03
H 8.47798 -7.99183 -4.17079 -0.01 0.01 -0.02
C 1.42018 1.36316 3.18261 0.04 0.09 -0.36
O 6.84309 -5.48541 -2.01965 0.00 0.02 0.02
H -3.55728 -1.42496 4.36694 0.02 0.01 -0.03
H -1.72989 2.28431 0.19197 0.11 0.01 0.06
H 1.65839 0.82264 -4.10525 -0.08 0.04 0.01
H 1.58631 0.65253 -1.59807 0.02 0.04 -0.01
H -3.00220 3.09051 3.69923 -0.02 0.05 0.02
H 0.80362 -2.54664 5.70883 -0.01 0.01 -0.01
O 2.87778 6.46143 0.57145 0.00 0.12 0.00
C 0.93376 -4.27008 -2.30928 0.08 -0.05 -0.14
H 1.57175 -6.10822 -4.07267 0.04 0.02 0.02
O 7.18561 -6.45532 -4.02787 -0.01 0.00 0.00
H 5.80641 -3.11305 -2.69920 0.02 -0.03 0.02
H 0.29354 -1.02471 3.07131 0.05 0.00 0.00
C 2.43812 1.08663 -2.11830 0.10 -0.13 0.03
H -0.97304 3.34979 -3.38192 -0.02 0.00 0.12
H -4.85968 -2.77254 -0.06484 0.04 0.02 0.01
N -2.24759 2.68785 -0.58021 -0.05 0.01 -0.01
C -4.92949 -1.36764 2.14397 0.00 -0.02 -0.09
C 0.03623 -0.29278 2.30746 -0.19 -0.25 -0.10
O 0.18989 1.03315 2.81120 -0.22 -0.05 0.10
O -1.02520 -2.51080 6.55720 0.00 0.00 -0.01
H -2.42741 0.17975 -4.07520 0.03 -0.01 0.00
C -2.02729 3.56889 3.63391 0.05 -0.21 -0.05
H -0.77729 6.11132 2.54054 0.38 0.14 -0.08
O -0.58300 0.19781 -2.75512 -0.28 0.27 0.32
O -1.54439 -4.84609 -6.58143 0.07 -0.01 0.04
C 4.30348 6.53257 0.55808 0.04 -0.03 -0.08
C 0.26364 6.11598 2.84398 -0.04 0.18 -0.17
H 2.48212 3.96980 -2.30989 0.02 -0.04 0.11
H 1.17055 4.89991 -3.00548 -0.03 0.03 0.08
C -5.59146 -1.97090 0.00611 -0.04 -0.02 -0.12
H -2.85205 -4.62578 -4.97154 -0.02 0.05 -0.05
H -2.60831 0.80789 -1.43837 -0.17 0.05 -0.01
H 1.70632 -6.76873 -2.42638 0.04 0.02 -0.01
H 0.83603 3.88738 -1.62448 0.16 -0.19 0.10
O 2.13967 -4.21197 -2.35384 -0.07 0.00 0.07
H -1.01272 -0.38693 2.04160 -0.02 -0.02 -0.01
O 1.01833 6.30199 1.64095 0.23 0.06 -0.01
H -1.23665 -5.28488 -4.63312 0.04 0.00 -0.02
H 3.24677 3.26901 2.94660 0.03 -0.06 0.00
O -2.99883 -3.22205 -7.17802 -0.09 0.01 0.02
O -3.00439 -2.44150 7.40494 -0.06 0.02 -0.02
H 0.65901 -0.43729 1.42917 0.07 -0.03 -0.04
C -2.42254 -3.62881 -9.70422 0.03 -0.01 -0.09
H -3.60927 -1.96417 9.33625 0.03 -0.02 0.02
H -1.77210 3.55139 -0.82177 0.01 0.05 0.03
C 1.01483 -6.41578 -3.18926 -0.09 -0.08 -0.03
O -2.17162 4.98950 3.49363 -0.51 -0.27 0.22
C -3.48634 7.67397 5.24824 -0.02 0.10 0.01
H 8.92772 -6.78163 -2.94158 -0.01 0.01 0.03
H 4.46256 -3.28723 -3.85802 -0.02 -0.03 -0.02
H 3.15199 2.78435 4.65717 -0.07 -0.15 -0.03
H -3.97093 0.25777 3.95680 0.04 -0.01 -0.04
H -2.97642 7.57235 6.20451 -0.01 -0.03 0.01
H -4.52452 7.36594 5.35572 0.00 -0.03 0.02
O -0.79613 1.68040 -4.56234 0.01 -0.10 0.14
```
Positions in Å, forces in eV/Å.

Summary:
Kohn-Sham gap, eV: 6.1
Charge: -1

Record 2
Below is C31H66GaO12 as an isolated structure, with properties calculated with ωB97M-V with the def2-TZVPD basis set.

Geometry as XYZ:
```
110
Properties=species:S:1:pos:R:3:forces:R:3
H 5.40677 -2.05851 -5.46225 -0.02 -0.01 -0.03
H -5.25472 5.19920 -0.97733 0.00 -0.02 -0.03
C -1.87975 0.84468 1.62557 0.04 0.20 -0.05
H -0.46837 -6.87021 6.13007 -0.05 -0.04 0.04
H -4.64761 -1.23860 7.47159 0.00 0.00 0.01
H 5.85561 -4.96596 -3.71232 -0.05 -0.04 0.03
H -2.95408 0.40107 6.70190 0.01 -0.01 0.01
C -1.22785 0.45731 -6.47045 0.12 0.10 -0.05
H -5.13450 0.40808 7.90704 0.01 0.01 0.01
C -7.13746 3.15741 -0.40179 0.02 -0.11 -0.05
H -1.77708 0.08213 2.39523 -0.01 -0.05 0.01
C -2.20319 -5.65943 6.19133 0.00 -0.03 -0.10
H 5.60345 4.22382 -0.86849 -0.02 -0.07 0.02
O -0.63122 3.41810 -1.56372 -0.10 0.07 -0.12
O 3.86756 -2.37703 -4.09871 0.04 0.06 -0.01
H 3.63111 -1.32845 -0.71858 -0.03 0.01 -0.01
C 3.79392 0.45221 -1.88292 -0.36 0.02 -0.32
O -1.09216 1.51730 -0.58679 0.05 -0.05 0.08
C -2.44983 -4.19308 4.25473 0.01 0.08 -0.11
O -6.72878 2.47285 1.83708 -0.14 0.02 0.07
H -2.92048 -4.58166 2.20031 -0.01 0.03 0.00
H -5.90488 -0.41502 6.54616 -0.01 0.04 0.00
C -0.27522 -0.71654 -6.50238 -0.04 0.12 0.12
H 8.08723 4.97494 -0.48230 -0.01 0.01 0.06
C 4.30789 -3.53064 -3.56534 -0.04 -0.04 -0.12
H -3.79151 5.35109 -0.00184 0.02 0.00 -0.01
H -6.38428 -0.50220 4.04901 -0.01 -0.02 0.02
C 3.52349 -2.41428 -6.51589 -0.24 -0.12 -0.01
H -5.63083 0.43099 2.75557 -0.03 -0.05 -0.05
H -4.15851 1.26202 5.76032 0.00 -0.01 0.00
H -2.88600 -6.04136 3.20027 0.04 0.01 -0.02
H -4.68508 2.73393 -1.33587 -0.02 0.01 0.01
H 2.46866 -0.09888 -0.29223 -0.08 -0.01 -0.10
C 4.33656 -1.87897 -5.35903 -0.03 0.14 -0.06
H -1.36661 -4.21080 4.12794 -0.01 -0.03 0.02
C -0.48302 2.72323 -0.59579 0.01 0.09 0.21
Ga 6.72668 4.51708 0.27568 0.02 0.12 -0.08
H 0.12188 0.55742 0.81097 -0.02 0.01 0.00
H 6.25510 0.89924 -0.20260 -0.04 -0.01 -0.06
H 1.11280 3.80001 0.27489 -0.03 0.07 -0.01
H -7.51069 4.17531 -0.29218 0.00 0.03 -0.01
H 4.94110 -0.70904 1.02359 -0.03 -0.01 0.02
H 3.84841 -1.97130 -7.45824 0.07 0.03 0.03
H 6.27654 1.07617 2.33764 -0.08 0.00 0.09
C -5.53731 0.13496 3.79446 0.13 0.09 -0.01
H 0.68603 2.38010 1.23277 -0.03 0.03 0.02
C -4.96155 -0.27377 7.07401 -0.01 -0.07 -0.05
H 3.58652 -3.49960 -6.61065 0.14 0.00 0.03
H -1.54755 -0.05612 -3.76450 0.01 0.05 0.02
H -0.37519 3.79664 1.22896 -0.01 0.01 0.00
H -2.21423 0.08313 -6.19742 -0.02 0.00 0.02
H -0.71954 -6.00961 4.60482 -0.04 -0.03 -0.02
C -4.24923 4.80373 -0.82566 -0.09 0.01 0.07
H 3.76080 0.49034 1.47038 -0.01 -0.02 -0.01
H 1.49948 -0.39648 -3.81496 -0.02 -0.02 -0.01
H -3.66447 4.98475 -1.72694 0.04 0.00 0.00
H -1.69890 1.82298 2.07588 0.03 -0.03 0.02
H -0.94951 1.24482 -5.77574 -0.04 -0.04 0.02
H -0.43710 0.34209 -2.45273 -0.04 0.01 0.01
H 2.47155 -2.16531 -6.37250 0.02 0.02 -0.02
C -4.26401 3.32314 -0.52104 0.08 0.03 -0.07
C 0.55565 -0.12203 -4.28390 0.04 0.05 0.15
H -5.58182 1.03516 4.39981 -0.03 -0.04 0.03
C -4.27258 -0.66881 3.95039 0.00 -0.05 0.00
C -0.91884 0.57815 0.48809 -0.05 -0.13 0.06
C 3.52084 -0.25291 -0.55531 0.23 -0.20 0.09
C 7.13228 2.85520 1.40297 0.02 -0.11 -0.17
O -4.93877 3.02216 0.71344 0.06 -0.04 -0.03
H -7.98529 2.47827 -0.38244 -0.03 0.03 0.06
H 5.15823 2.44165 2.16137 -0.03 -0.12 0.12
C -3.16367 -4.98622 3.18255 -0.02 -0.09 0.07
H 7.92702 2.29678 0.88908 0.01 0.01 0.02
C 3.19577 1.86769 -1.99314 0.34 -0.07 0.12
O -3.56924 -0.61968 5.09745 0.05 0.11 0.03
H -2.76020 -3.15347 4.21240 -0.02 0.01 0.03
C 5.97183 1.89439 1.66768 0.03 0.05 -0.11
H -1.28377 0.87067 -7.47379 -0.04 -0.06 -0.03
H -2.90659 0.82785 1.26041 -0.03 -0.04 0.03
O -0.17782 -1.43124 -7.46320 -0.04 -0.09 -0.14
C 5.41227 1.27964 0.38637 0.13 0.10 0.05
C 5.18396 -4.44747 -4.39081 0.13 0.09 0.04
H 2.70802 2.02089 -2.95612 -0.12 0.03 -0.01
O -2.80769 -4.62990 5.57670 0.04 0.07 0.01
C -3.89120 0.28386 6.16087 0.00 0.04 0.11
O -3.85833 -1.39753 3.08637 -0.12 -0.07 -0.15
C 0.28725 3.18211 0.61857 0.19 -0.09 -0.12
H -6.63430 3.07265 -1.36035 -0.01 0.05 0.01
H 3.35078 -0.16854 -2.66944 0.08 -0.03 0.06
H 3.95210 2.64805 -1.88657 -0.08 -0.01 0.03
O 0.45693 -1.00247 -5.41459 0.12 -0.06 -0.11
H 4.86509 0.46940 -2.09226 0.01 0.03 0.04
C -0.58628 -0.30614 -3.31329 0.00 -0.09 -0.06
H 6.16454 5.72222 1.20621 0.01 -0.04 0.05
H 4.54107 -5.18518 -4.87020 -0.02 -0.01 -0.02
H -1.75318 -7.37799 5.03311 -0.01 -0.02 -0.02
O -2.49459 -5.89910 7.33161 -0.02 -0.07 0.12
H 4.96625 2.08327 -0.19981 0.08 -0.05 0.05
H -4.24177 -4.91715 3.32641 -0.01 0.02 -0.02
H 2.46636 2.01986 -1.19327 -0.12 0.08 -0.10
H 0.64957 0.91239 -4.61615 -0.01 0.00 0.00
H 4.20354 -0.80026 -5.28465 0.01 0.01 0.04
H 7.56393 3.17276 2.35784 0.00 0.08 0.01
C -6.26555 2.84841 0.79235 0.02 -0.01 -0.03
H 5.76968 -3.94711 -5.15640 -0.04 -0.04 -0.02
H -1.13132 -0.38923 0.03533 0.00 0.00 -0.03
C -1.21682 -6.51520 5.42722 0.10 0.11 0.02
H -3.25542 2.95853 -0.36506 0.12 -0.04 0.00
H -0.62740 -1.34294 -2.97702 0.02 0.00 0.01
O 3.94889 -3.82587 -2.46001 -0.03 -0.08 0.13
C 4.40378 0.16497 0.64421 -0.07 0.17 0.14
```
Positions in Å, forces in eV/Å.

Summary:
Kohn-Sham gap, eV: 6.3
Charge: -1

Results for LUMO: 1.9, 1.8 (in eV, following the order of the records).